Run i
15
Properties=species:S:1:pos:R:3:mulliken_charge:R:1 method="wB97M-V/def2-TZVPD" charge=0 smiles="CC(C)=CCl.O=C=O" homo_energy_ev=-9.16 molar_mass_g_mol=134.6
C 0.21 1.18 -0.86 -1.59
C -0.68 0.38 -0.05 0.88
C -1.79 -0.49 -0.79 -1.20
C -0.61 0.43 1.27 -0.34
Cl 0.50 1.51 2.09 -0.20
H -0.31 2.12 -0.99 0.35
H 0.31 0.73 -1.76 0.43
H 1.17 1.46 -0.45 0.42
H -1.22 -1.27 -1.54 0.24
H -2.49 0.03 -1.45 0.29
H -2.23 -1.00 -0.06 0.43
H -1.26 -0.23 1.93 0.29
O 3.43 -0.67 0.80 -0.33
C 2.83 -1.63 0.92 0.69
O 2.14 -2.54 0.94 -0.36



Run ii
15
Properties=species:S:1:pos:R:3:mulliken_charge:R:1 method="wB97M-V/def2-TZVPD" charge=0 smiles=O[C@@]12COC[C@@H]1[C@@H]2Cl homo_energy_ev=-9.66 molar_mass_g_mol=134.6
O 1.35 1.64 1.15 -0.57
C 0.51 0.83 0.40 0.73
C -0.09 1.32 -0.91 -0.68
O -0.23 0.19 -1.79 -0.37
C 0.78 -0.80 -1.41 -0.54
C 1.08 -0.47 -0.01 -0.39
C 0.00 -0.47 0.99 -0.37
Cl -1.62 -1.14 0.77 -0.20
H 0.84 2.66 1.27 0.37
H 0.67 2.06 -1.44 0.27
H -1.11 1.66 -0.84 0.33
H 0.41 -1.85 -1.47 0.28
H 1.70 -0.72 -2.04 0.33
H 2.04 -0.85 0.21 0.44
H 0.42 -0.64 2.01 0.38



Energies relative to the most stable structure are run i 0.000; run ii 1.993, reported in eV.



Run i
10
Properties=species:S:1:pos:R:3:mulliken_charge:R:1 method="wB97M-V/def2-TZVPD" charge=0 smiles="S=Cn1cnnc1" homo_energy_ev=-9.70 molar_mass_g_mol=113.1
S -2.66 0.98 0.36 -0.22
C -1.44 -0.13 0.38 0.03
N -0.15 0.03 -0.02 0.03
C 0.64 1.13 -0.28 -0.02
N 1.86 0.71 -0.50 -0.37
N 1.93 -0.61 -0.28 -0.40
C 0.72 -1.04 0.03 -0.01
H -1.62 -1.17 0.58 0.23
H 0.33 2.13 -0.44 0.39
H 0.38 -2.03 0.17 0.34



Run ii
10
Properties=species:S:1:pos:R:3:mulliken_charge:R:1 method="wB97M-V/def2-TZVPD" charge=0 homo_energy_ev=-9.49 molar_mass_g_mol=113.1
C 0.97 0.73 0.00 0.05
C -0.29 0.22 0.11 0.15
C -1.99 -0.90 0.00 0.03
H 3.15 0.78 0.33 0.16
H 1.17 1.80 -0.18 0.38
H -2.75 -1.72 -0.11 0.37
N -0.72 -1.07 0.06 -0.47
N -2.39 0.42 -0.07 -0.34
N -1.37 1.16 0.02 -0.22
S 2.35 -0.30 -0.05 -0.12



Run iii
10
Properties=species:S:1:pos:R:3:mulliken_charge:R:1 method="wB97M-V/def2-TZVPD" charge=0 homo_energy_ev=-9.72 molar_mass_g_mol=113.1
S -0.36 2.55 -0.38 -0.14
C 0.52 1.03 -0.15 -0.37
C 0.19 -0.27 0.25 0.46
C -0.97 -1.07 0.46 0.06
N -0.72 -2.29 0.15 -0.36
N 0.80 -2.41 0.12 -0.30
N 1.26 -1.25 0.12 -0.09
H -1.69 2.03 -0.54 0.15
H 1.59 1.10 -0.30 0.35
H -1.93 -0.38 0.75 0.23



Run iv
10
Properties=species:S:1:pos:R:3:mulliken_charge:R:1 method="wB97M-V/def2-TZVPD" charge=0 smiles="S=Cn1ccnn1" homo_energy_ev=-9.56 molar_mass_g_mol=113.1
S -2.90 0.09 0.00 -0.26
C -1.57 -0.83 0.00 -0.05
N -0.27 -0.37 0.00 0.49
C 0.23 0.91 -0.01 0.15
C 1.57 0.75 0.00 -0.62
N 1.84 -0.61 0.00 -0.35
N 0.75 -1.26 0.00 -0.47
H -1.57 -1.92 0.00 0.39
H -0.43 1.78 0.02 0.32
H 2.36 1.47 0.00 0.40



Energies relative to the most stable structure are run i 0.000; run ii 0.600; run iii 2.229; run iv 0.121, reported in eV.



Run i
10
Properties=species:S:1:pos:R:3:lowdin_spin:R:1 method="wB97M-V/def2-TZVPD" charge=0 s_squared=2.04 homo_energy_ev="-8.51 / -9.88" spin_multiplicity=3 molar_mass_g_mol=101.1
C -0.48 -1.79 0.56 0.10
C -1.01 -0.46 0.61 0.44
C 1.15 1.67 -0.80 0.04
N 0.86 0.56 -0.21 0.50
O 0.37 2.49 -1.24 0.34
O -1.10 -2.78 0.81 0.28
O -0.43 0.57 0.22 0.29
H 0.39 -1.82 0.04 0.00
H -1.97 -0.19 1.18 0.01
H 2.22 1.76 -1.17 -0.01



Run ii
10
Properties=species:S:1:pos:R:3:lowdin_spin:R:1 method="wB97M-V/def2-TZVPD" charge=0 s_squared=2.07 homo_energy_ev="-7.73 / -10.31" spin_multiplicity=3 molar_mass_g_mol=101.1
C 1.77 0.09 -1.55 0.06
C 0.45 0.38 -1.38 0.36
C -0.68 -0.17 0.90 0.02
N 2.42 0.95 -2.39 0.62
O -0.28 1.26 -1.58 0.22
O -0.23 0.60 1.68 0.01
O 1.95 1.86 -3.01 0.70
H 2.28 -0.75 -1.08 0.00
H -1.53 0.16 0.17 0.00
H -0.07 -1.12 0.51 0.01



Energies relative to the most stable structure are run i 0.000; run ii 0.407, reported in eV.



Run i
91
Properties=species:S:1:pos:R:3:mulliken_charge:R:1 method="wB97M-V/def2-TZVPD" charge=0 smiles=C1CCOC1.C1CCOC1.C1CCOC1.C1CCOC1.C1CCOC1.C1CCOC1.C1CCOC1 homo_energy_ev=-9.51 molar_mass_g_mol=504.7
C 8.50 3.48 -5.24 -0.57
C 7.73 4.68 -5.63 -0.54
C 7.56 4.48 -7.12 -0.39
O 7.23 3.08 -7.16 -0.42
C 7.94 2.39 -6.10 -0.38
H 8.44 3.29 -4.17 0.33
H 9.56 3.68 -5.33 0.25
H 8.31 5.51 -5.21 0.31
H 6.82 4.83 -5.05 0.27
H 8.52 4.65 -7.59 0.23
H 6.90 5.16 -7.65 0.35
H 8.78 1.86 -6.54 0.26
H 7.25 1.80 -5.50 0.30
C -5.84 -1.30 2.72 -0.50
C -5.46 -2.39 1.88 -0.57
C -5.65 -3.56 2.75 -0.40
O -5.11 -3.15 4.03 -0.40
C -5.13 -1.70 4.00 -0.44
H -6.93 -1.23 2.79 0.31
H -5.34 -0.41 2.35 0.25
H -4.40 -2.31 1.63 0.25
H -5.99 -2.46 0.93 0.36
H -5.05 -4.34 2.28 0.28
H -6.70 -3.81 2.89 0.30
H -4.11 -1.32 4.04 0.28
H -5.64 -1.29 4.87 0.28
C -3.28 7.30 7.75 -0.63
C -2.97 6.51 6.42 -0.51
C -2.33 5.27 6.96 -0.40
O -3.09 4.97 8.19 -0.40
C -3.60 6.14 8.73 -0.38
H -4.01 8.09 7.63 0.38
H -2.40 7.84 8.07 0.24
H -2.24 7.03 5.79 0.31
H -3.84 6.34 5.79 0.28
H -1.28 5.31 7.23 0.28
H -2.43 4.51 6.18 0.28
H -3.18 6.44 9.69 0.28
H -4.69 6.13 8.81 0.28
C 0.84 -8.75 0.30 -0.50
C 1.03 -8.18 -1.05 -0.38
C -0.05 -8.88 -1.85 -0.51
O -1.16 -9.09 -0.91 -0.41
C -0.56 -9.46 0.31 -0.45
H 0.82 -7.92 1.00 0.22
H 1.63 -9.44 0.61 0.31
H 1.96 -8.49 -1.52 0.26
H 0.85 -7.11 -0.93 0.27
H 0.32 -9.82 -2.28 0.30
H -0.33 -8.22 -2.67 0.34
H -0.44 -10.54 0.30 0.24
H -1.27 -9.36 1.14 0.32
C 1.11 1.18 -1.12 -0.45
C 1.19 -0.22 -1.68 -0.60
C 2.57 -0.28 -2.39 -0.41
O 3.31 0.26 -1.31 -0.42
C 2.55 1.30 -0.70 -0.42
H 0.43 1.24 -0.26 0.25
H 0.76 1.94 -1.81 0.27
H 0.33 -0.40 -2.33 0.37
H 1.16 -1.01 -0.93 0.26
H 2.57 0.26 -3.34 0.27
H 2.75 -1.34 -2.60 0.32
H 3.04 2.19 -1.10 0.26
H 2.75 1.36 0.37 0.29
C -3.48 2.48 -8.67 -0.43
C -4.92 2.09 -8.81 -0.60
C -5.09 2.20 -10.32 -0.38
O -4.13 3.13 -10.75 -0.40
C -3.33 3.56 -9.67 -0.44
H -2.84 1.71 -9.09 0.21
H -3.26 2.60 -7.60 0.35
H -5.65 2.56 -8.16 0.31
H -5.15 1.10 -8.43 0.30
H -6.08 2.56 -10.60 0.28
H -4.93 1.23 -10.79 0.26
H -3.67 4.48 -9.20 0.24
H -2.33 3.79 -10.02 0.30
C 3.31 -2.78 6.84 -0.43
C 3.08 -2.03 8.08 -0.50
C 1.79 -1.18 7.83 -0.42
O 1.84 -0.94 6.49 -0.40
C 2.39 -2.10 5.85 -0.45
H 3.03 -3.83 7.00 0.25
H 4.37 -2.80 6.59 0.27
H 3.94 -1.37 8.20 0.23
H 2.96 -2.64 8.97 0.31
H 1.78 -0.22 8.34 0.29
H 0.89 -1.75 8.07 0.29
H 2.98 -1.97 4.94 0.25
H 1.48 -2.61 5.55 0.31



Run ii
91
Properties=species:S:1:pos:R:3:mulliken_charge:R:1 method="wB97M-V/def2-TZVPD" charge=0 smiles=C1CCOC1.C1CCOC1.C1CCOC1.C1CCOC1.C1CCOC1.C1CCOC1.C1CCOC1 homo_energy_ev=-9.30 molar_mass_g_mol=504.7
C -0.54 1.23 -0.89 -0.62
C -1.20 1.46 0.49 0.45
C -0.43 0.53 1.43 -0.93
O 0.82 0.31 0.76 -0.20
C 0.50 0.10 -0.61 1.45
H 0.09 2.08 -1.29 0.32
H -1.31 0.99 -1.60 0.22
H -2.22 1.25 0.40 0.04
H -1.08 2.53 0.74 -0.17
H -0.91 -0.49 1.56 0.22
H -0.32 0.98 2.38 0.50
H 0.12 -0.94 -0.64 -0.83
H 1.46 0.30 -1.12 -0.54
C -4.23 -1.97 -1.51 -0.62
C -3.28 -1.17 -2.38 0.58
C -2.11 -2.23 -2.54 -0.04
O -2.82 -3.50 -2.57 -0.48
C -4.13 -3.40 -2.01 -0.45
H -5.25 -1.65 -1.53 0.40
H -3.93 -1.77 -0.47 0.31
H -3.02 -0.18 -1.95 -0.62
H -3.67 -0.93 -3.36 0.29
H -1.32 -2.21 -1.75 -0.20
H -1.60 -2.19 -3.48 0.30
H -4.18 -4.18 -1.23 0.25
H -4.85 -3.70 -2.78 0.25
C 2.18 -3.16 0.44 0.97
C 1.67 -4.60 0.22 -0.78
C 2.29 -5.35 1.38 -0.49
O 2.22 -4.44 2.43 -0.47
C 2.09 -3.10 1.95 -0.14
H 1.56 -2.46 -0.11 -0.58
H 3.16 -3.24 0.02 0.00
H 1.97 -5.03 -0.73 0.42
H 0.58 -4.65 0.30 0.33
H 3.31 -5.54 1.06 0.31
H 1.69 -6.23 1.68 0.32
H 2.87 -2.48 2.40 0.17
H 1.19 -2.60 2.37 0.06
C 4.94 -0.89 -3.51 -0.41
C 3.56 -0.70 -3.06 0.68
C 2.89 -2.04 -3.31 -0.19
O 3.94 -3.00 -3.44 -0.48
C 5.17 -2.34 -3.18 -0.49
H 5.75 -0.32 -2.97 0.12
H 5.13 -0.76 -4.55 0.42
H 3.06 0.03 -3.72 0.45
H 3.55 -0.41 -2.02 -0.98
H 2.32 -2.02 -4.27 0.30
H 2.24 -2.37 -2.51 -0.05
H 5.94 -2.88 -3.76 0.34
H 5.42 -2.40 -2.13 0.19
C -3.83 4.06 0.16 0.50
C -4.95 3.00 -0.09 -0.73
C -4.57 2.28 -1.37 0.10
O -3.35 2.84 -1.80 -0.38
C -3.31 4.19 -1.23 -0.79
H -3.03 3.70 0.83 -0.48
H -4.30 4.99 0.56 0.39
H -5.95 3.42 -0.04 0.41
H -4.95 2.27 0.67 0.29
H -5.34 2.25 -2.15 0.36
H -4.36 1.24 -1.06 -0.27
H -3.87 4.80 -1.92 0.34
H -2.26 4.49 -1.38 0.30
C 4.18 1.54 0.27 -0.13
C 4.20 0.54 1.40 -0.57
C 4.70 -0.75 0.70 0.36
O 5.63 -0.28 -0.26 -0.44
C 5.46 1.09 -0.51 -0.53
H 4.26 2.60 0.65 0.41
H 3.31 1.47 -0.41 -0.15
H 3.28 0.30 1.84 0.28
H 4.94 0.93 2.14 0.34
H 3.94 -1.25 0.11 -0.50
H 5.23 -1.41 1.40 0.37
H 5.29 1.20 -1.61 0.19
H 6.35 1.61 -0.20 0.39
C -2.65 3.84 3.71 -0.54
C -2.46 3.73 5.28 -0.48
C -3.03 2.35 5.57 -0.58
O -4.02 2.11 4.57 -0.50
C -3.53 2.67 3.35 0.30
H -1.66 3.93 3.25 0.36
H -3.07 4.81 3.48 0.28
H -3.03 4.51 5.79 0.27
H -1.43 3.84 5.59 0.30
H -3.42 2.24 6.55 0.39
H -2.27 1.58 5.63 0.26
H -4.42 2.98 2.82 0.06
H -2.99 1.99 2.69 -0.07



Energies relative to the most stable structure are run i 1.837; run ii 0.000, reported in eV.